Entry from the OMol25 dataset: a gas-phase ion, C7H14FN4O2 (charge +1) in a non-equilibrium geometry (ωB97M-V/def2-TZVPD).

Structure (XYZ):
```
28
Properties=species:S:1:pos:R:3:mulliken_charge:R:1
C -1.582 2.390 -2.736 -0.73
C -1.103 2.844 -1.429 -0.28
C -0.578 -1.213 1.912 -0.87
C 1.397 -0.670 -0.270 -0.92
C -0.292 1.846 -2.084 -0.23
C 0.807 -1.847 1.828 0.34
C 0.142 0.102 -0.165 -0.01
N 1.725 -1.063 1.118 -0.29
N -1.124 -0.804 0.609 -0.16
N 1.271 -2.056 3.269 0.78
N -0.423 0.443 -1.598 -0.09
O 1.997 -1.233 3.737 -0.50
O 0.646 -2.932 3.839 -0.52
F -1.176 -1.869 -0.317 -0.21
H -2.325 1.682 -2.733 0.26
H -1.708 3.068 -3.558 0.28
H -0.700 3.911 -1.316 0.27
H -1.664 2.478 -0.582 0.27
H -1.301 -1.860 2.502 0.39
H -0.501 -0.256 2.537 0.34
H 1.212 -1.601 -0.932 0.40
H 2.270 -0.277 -0.754 0.40
H 0.717 2.054 -2.438 0.42
H 0.722 -2.796 1.404 0.27
H 0.231 1.116 0.377 0.31
H 2.690 -1.221 1.275 0.27
H -1.401 0.126 -1.414 0.41
H 0.047 -0.361 -2.082 0.41
```

Values from the calculation:
Net charge: +1
Orbital gap, eV: 10.34
Strongest force on any atom, eV Å⁻¹: 4.50
E_LUMO, eV: -2.96
E_HOMO, eV: -13.30
Multiplicity: 1
SMILES: O=[N+]([O-])[C@H]1CN(F)[C@H]([NH2+]C2CC2)CN1